C74H162N19O43P5 | wB97M-V/def2-TZVPD

Geometry as XYZ:
```
303
Properties=species:S:1:pos:R:3:forces:R:3
C -1.17436 -5.13413 1.80911 -0.743 0.035 2.224
N -0.81627 -6.36120 2.60889 -0.594 1.847 -1.631
O -0.08675 -7.04712 1.97069 1.485 -2.514 0.320
O -1.29801 -6.54102 3.70462 0.188 -0.229 0.288
H -2.26205 -5.19775 1.84072 -0.017 0.366 -0.860
H -0.62476 -5.15509 0.86805 -0.490 0.105 0.284
H -0.91196 -4.35324 2.52288 0.140 0.500 -0.581
C -7.52198 -2.58095 -0.60187 0.521 0.638 1.071
N -6.09103 -2.95688 -0.97837 -1.139 0.315 0.785
O -5.96241 -3.20979 -2.13708 0.266 -0.391 -1.707
O -5.20187 -3.01623 -0.16629 -0.023 0.192 0.815
H -8.02609 -3.46373 -0.20857 -0.053 -0.236 -0.920
H -7.92163 -2.02975 -1.45307 -0.231 -0.725 0.045
H -7.56688 -1.93089 0.27191 0.703 0.217 -0.071
C 6.49656 -1.27480 -2.22937 0.648 -0.085 1.108
N 7.05100 -1.69290 -0.89196 1.040 1.189 0.983
O 7.62758 -0.85995 -0.15129 -1.214 -1.356 -1.731
O 6.89450 -2.84865 -0.60522 -0.068 -0.808 0.455
H 5.45690 -1.59997 -2.19092 -0.125 0.775 -0.062
H 6.94639 -1.92577 -2.97904 0.350 0.350 0.060
H 6.77285 -0.22041 -2.22717 -0.742 -0.138 -0.839
C 0.35040 -4.60707 6.34410 -0.307 1.527 -0.478
N 0.45286 -3.89067 4.98419 0.979 -0.182 3.701
O 1.08503 -4.56818 4.24837 0.737 -0.693 -2.990
O 0.11765 -2.74286 4.86439 -0.656 0.513 -0.624
H 0.08982 -3.86126 7.09508 -0.724 -0.262 -0.144
H 1.37857 -4.88144 6.58006 -0.334 -0.657 -0.347
H -0.37451 -5.38029 6.08968 0.308 -0.261 0.820
C 2.70511 -0.08830 -5.93521 0.430 0.312 -1.224
C 3.49574 1.21533 -5.58348 -3.999 -1.394 -2.015
C 2.53122 2.19860 -4.93949 0.952 1.240 -0.698
O 3.35654 2.60776 -3.82597 -0.624 -1.128 1.504
C 4.23199 1.56547 -3.51865 1.229 2.213 1.635
O 4.88110 1.52367 -2.47553 -1.685 -0.173 -2.344
O 4.38419 0.80999 -4.58861 1.223 -0.078 0.816
H 3.23730 -0.65947 -6.69590 0.631 -0.460 0.444
H 1.77121 0.01673 -6.48740 -0.238 0.897 0.378
H 2.49389 -0.64741 -5.02368 0.307 -0.054 -0.277
H 3.84019 1.78996 -6.44327 1.295 -0.768 0.130
H 1.49361 1.87469 -4.85873 0.120 -0.676 1.524
H 2.37767 3.09158 -5.54540 0.599 0.106 -0.195
C -4.80520 6.34776 -1.37339 -0.196 -1.224 3.778
C -5.72926 6.21860 -0.06868 1.220 -1.870 -1.689
C -5.40139 6.73459 1.32856 0.533 0.180 -0.451
O -6.65285 7.35293 1.64991 1.871 0.607 1.837
C -7.30537 7.57866 0.54682 -5.072 0.820 -0.705
O -8.31106 8.25110 0.46551 1.246 0.129 0.381
O -6.97481 6.76081 -0.42904 0.725 0.416 -0.347
H -5.14711 5.53266 -2.01120 -0.144 0.884 -0.706
H -3.85849 5.98567 -0.97245 0.544 0.233 -0.390
H -4.71963 7.39784 -1.65285 -0.264 -0.412 -0.582
H -5.92159 5.18915 0.23359 0.121 -0.630 -1.230
H -4.53376 7.39236 1.38001 -0.294 0.565 0.062
H -5.19538 5.89408 1.99130 -0.161 0.173 0.104
C 3.61831 -4.41071 -7.66670 -0.396 -1.431 0.200
C 4.15929 -4.54315 -6.23476 0.407 1.120 -1.453
C 5.15307 -3.41555 -5.90238 -1.167 -1.072 -0.569
O 4.57502 -2.83763 -4.69624 2.828 1.460 -0.721
C 3.34222 -3.17885 -4.55095 -2.641 -2.820 2.594
O 2.59231 -2.87210 -3.61239 2.112 -0.472 -3.035
O 3.07368 -4.22013 -5.41722 -1.592 0.503 1.482
H 2.82577 -5.13700 -7.84693 -0.330 -0.161 0.529
H 4.28689 -4.73917 -8.46245 0.568 0.881 0.056
H 3.11375 -3.44894 -7.75894 0.544 0.194 -0.391
H 4.68581 -5.46933 -6.00435 -0.895 -0.401 0.212
H 5.07713 -2.74291 -6.75671 0.665 0.637 0.541
H 6.09141 -3.95709 -5.78259 0.332 1.137 0.638
C 5.56810 -6.24424 0.35856 -1.483 -1.408 -0.150
C 4.99377 -7.05154 -0.85453 -1.721 2.850 2.245
C 3.72688 -6.37994 -1.48069 -0.739 -0.922 3.463
O 4.14834 -5.93873 -2.67890 -0.258 1.038 -2.590
C 5.41497 -6.21735 -2.86996 1.960 -0.522 -3.279
O 6.00304 -6.01297 -3.92816 -0.891 0.099 2.053
O 5.94882 -6.86743 -1.83620 0.908 -0.781 -1.422
H 5.65613 -5.17847 0.14762 0.691 -0.214 -0.562
H 6.46716 -6.79511 0.63484 0.186 0.699 0.340
H 4.84096 -6.22657 1.17039 0.054 -0.537 0.301
H 4.60108 -8.04893 -0.65679 1.435 -0.453 0.102
H 3.32356 -5.53495 -0.92264 0.142 0.032 0.273
H 2.96519 -7.15951 -1.46671 -0.384 0.292 -0.964
C 5.53697 6.32866 -3.03483 0.796 -0.098 -0.541
C 6.32532 5.83486 -4.30922 -3.004 -0.067 0.236
C 6.86374 4.42256 -4.19198 1.443 0.449 0.081
O 6.54317 3.84944 -5.49205 2.803 -2.242 1.854
C 5.58188 4.47522 -6.05445 -4.985 -1.150 -2.723
O 4.85556 3.97234 -6.98347 3.119 2.438 3.326
O 5.32792 5.58387 -5.37106 -0.488 1.358 -0.482
H 6.32682 6.69311 -2.37799 -0.192 -0.124 0.478
H 4.90721 5.57811 -2.55717 0.597 -0.608 -0.082
H 4.80611 7.13206 -3.12699 0.461 0.349 -0.920
H 6.98976 6.61006 -4.69089 0.193 -0.234 0.125
H 6.51344 3.89270 -3.30619 -1.073 -0.424 -0.572
H 7.93719 4.37083 -4.00998 0.181 0.160 -0.715
C -3.86015 -1.33708 -4.38382 -1.133 -1.754 1.258
C -3.99939 0.07194 -4.73259 0.903 1.314 -1.083
C -3.05191 0.55734 -5.84804 0.383 -1.582 0.960
O -3.90963 1.22095 -6.65857 -0.375 1.818 -3.286
C -5.23066 1.05875 -6.41639 4.481 -0.544 3.488
O -6.05787 1.64198 -6.94276 -3.799 1.588 -2.763
O -5.32228 0.38024 -5.27113 0.029 -1.201 1.471
H -4.37118 -2.04471 -5.03667 0.583 0.230 -0.972
H -4.47412 -1.56579 -3.51270 0.370 0.235 0.664
H -2.82927 -1.62093 -4.17218 -0.048 0.018 -0.102
H -3.66845 0.73776 -3.93556 -1.192 -0.091 0.711
H -2.56321 -0.26182 -6.37552 0.024 -0.143 -0.141
H -2.27185 1.21110 -5.45790 -0.086 0.136 -0.089
C 2.79334 8.86257 1.19296 0.136 -1.665 1.765
C 2.01740 7.47932 1.02507 1.278 2.166 1.285
C 0.74182 7.27411 1.94024 3.126 2.192 0.299
O -0.09729 6.83090 0.99232 -4.362 -2.817 -2.506
C 0.27251 6.96488 -0.29313 0.965 2.714 -0.511
O -0.31209 6.80347 -1.33081 -0.128 -0.884 1.549
O 1.46139 7.65263 -0.26178 -0.892 -1.437 -0.671
H 3.41298 8.91649 2.08808 0.239 -0.734 0.203
H 2.09561 9.64649 1.48745 -0.286 0.134 -1.091
H 3.49588 9.04864 0.38061 -0.660 0.197 -0.277
H 2.60914 6.56429 0.99935 0.462 0.215 0.235
H 0.45250 8.26867 2.27971 -0.318 0.094 0.136
H 0.75977 6.63194 2.82080 0.483 -0.250 -0.393
C 5.52441 4.78319 2.48879 0.518 0.800 -1.245
C 4.80662 5.21508 3.70594 0.998 0.930 2.016
C 5.61656 5.95235 4.79283 2.644 -1.277 -0.570
O 4.85624 7.08150 5.22170 4.113 -1.138 3.091
C 3.86817 7.16438 4.47596 -7.362 2.674 0.184
O 2.86398 7.87896 4.77061 3.183 -2.031 -1.990
O 3.95290 6.31665 3.47244 -2.749 -0.494 -2.734
H 6.24229 3.99575 2.71831 -0.341 -0.208 -0.178
H 6.04803 5.60013 1.99225 0.437 0.346 0.466
H 4.82076 4.55181 1.68913 -0.191 -0.875 0.289
H 4.37767 4.31436 4.14504 -1.002 0.274 -0.010
H 6.52916 6.30986 4.31590 0.114 0.301 0.136
H 5.93871 5.27532 5.58399 -0.424 0.447 0.439
C 3.40503 2.30620 -10.39043 -0.510 -1.802 0.461
C 2.73744 3.08261 -9.19875 3.234 1.675 -3.599
C 1.54275 3.88282 -9.56512 0.661 1.955 0.324
O 0.51860 3.03297 -9.21933 -3.476 -1.315 -1.129
C 0.91006 2.14126 -8.36227 -0.518 -1.869 1.462
O 0.22183 1.31608 -7.77397 1.470 1.730 -1.048
O 2.25553 2.29812 -8.21066 -0.322 -2.436 2.372
H 3.59746 2.80906 -11.33816 -0.138 0.606 0.413
H 2.86950 1.39530 -10.65795 -0.977 0.142 -0.178
H 4.31185 1.77248 -10.10597 0.527 0.766 0.466
H 3.55348 3.73946 -8.89756 -0.343 -0.015 0.870
H 1.50999 4.22640 -10.59903 -0.278 -0.149 0.168
H 1.40363 4.67169 -8.82592 0.567 0.777 -0.635
C -1.15347 4.28501 -4.12301 0.478 1.670 -1.433
C -0.18409 5.47274 -4.48319 -1.593 -0.395 2.127
C 1.18368 5.45398 -3.91652 1.677 0.154 1.493
O 2.00383 5.78677 -5.01235 1.481 -0.672 -0.199
C 1.34140 5.75358 -6.17181 1.561 1.902 0.173
O 1.94140 6.06996 -7.19681 -2.728 -1.396 1.550
O 0.04000 5.54635 -5.83366 0.300 -0.313 -4.560
H -0.66591 3.31123 -4.07668 0.143 0.157 0.895
H -1.79794 4.16927 -4.99442 -0.262 0.227 -0.051
H -1.78542 4.66284 -3.31928 0.245 -0.845 0.402
H -0.59764 6.43213 -4.17231 -0.679 -0.106 -0.060
H 1.47798 4.51943 -3.43892 0.127 -0.377 -0.378
H 1.43980 6.23069 -3.19595 -0.723 -0.020 0.259
O -1.44094 0.90780 -1.93902 1.040 -0.127 0.259
P -0.33060 0.66769 -0.97444 1.029 -2.278 1.427
N 0.40967 2.02212 -0.31275 0.404 0.328 -0.167
C 1.76971 2.32297 -0.71121 1.097 -0.404 0.103
C -0.22962 3.27796 0.14796 -0.382 -1.150 -0.161
N 0.94881 -0.44722 -1.55747 -2.444 3.348 4.391
C 0.96103 -0.73778 -2.92927 0.214 -0.362 -0.273
C 1.91797 -1.07729 -0.54134 -1.313 1.410 -2.029
N -0.93121 -0.19730 0.39729 0.377 0.955 0.662
C -0.44657 -0.48775 1.76896 -0.439 1.564 -0.656
C -2.10462 -0.93714 0.17061 -2.565 0.022 -1.320
H 2.07264 3.30402 -0.34534 -0.253 0.121 -0.136
H 1.97359 2.30175 -1.78177 -0.085 -0.059 -0.030
H 2.45759 1.65141 -0.19747 0.247 -0.199 -0.322
H -1.12239 3.03301 0.72333 -0.126 0.294 -0.079
H -0.44543 3.93876 -0.69161 -0.306 0.036 -0.057
H 0.50300 3.78823 0.77326 -0.234 -0.062 0.274
H 1.90857 -0.31856 -3.26767 0.334 -1.199 -0.779
H 0.71311 -1.79877 -2.89840 0.899 -0.170 -1.558
H 0.21303 -0.23680 -3.54377 -0.410 0.239 0.589
H 2.88319 -1.16060 -1.04085 0.093 -0.015 0.070
H 1.98313 -0.34240 0.26103 0.141 -0.387 0.205
H 1.60971 -2.06029 -0.18526 -0.220 0.018 -0.018
H 0.15055 0.34762 2.13462 1.123 -0.498 -0.333
H -1.25235 -0.36487 2.49264 -0.721 -0.293 -0.268
H -0.10545 -1.51745 1.87594 0.685 0.186 0.045
H -2.84900 -0.86783 0.96384 0.517 -0.506 0.903
H -1.99209 -1.95742 -0.19608 0.205 -0.379 0.318
H -2.75006 -0.44970 -0.56007 0.447 0.025 -0.727
O 0.29696 -7.53907 -2.82114 -0.145 0.812 -0.174
P -0.96588 -7.06384 -3.43013 -2.468 0.627 -0.346
N -1.72917 -5.70639 -2.67704 1.928 0.141 1.478
C -3.09611 -5.15837 -2.85324 0.349 -0.948 -1.023
C -0.68936 -4.74915 -2.06250 -1.156 -0.323 -0.606
N -2.26173 -8.19104 -3.32589 -0.594 0.887 1.103
C -2.18151 -9.43811 -4.10467 0.804 1.062 -0.311
C -2.77984 -8.49822 -1.90408 0.820 0.487 -0.775
N -0.79344 -6.59886 -5.05961 -0.575 -1.361 -0.344
C -1.97721 -6.37213 -5.93894 1.000 0.263 0.443
C 0.49278 -6.05590 -5.51601 -0.201 -0.151 0.347
H -3.73454 -5.85509 -3.39647 0.403 -0.430 -0.233
H -3.07942 -4.28196 -3.50112 0.013 0.405 0.331
H -3.71547 -5.00122 -1.97019 0.749 0.403 0.558
H -0.09034 -4.23325 -2.81291 -0.114 0.069 -0.315
H 0.04626 -5.20282 -1.39830 -0.307 -0.629 -0.066
H -1.20668 -3.98359 -1.48424 -0.229 -0.026 -0.054
H -3.12768 -9.97926 -4.10312 0.222 -0.141 0.449
H -1.98407 -9.19990 -5.14983 -0.053 0.219 -0.088
H -1.29026 -9.98066 -3.78938 -0.349 -0.765 0.214
H -2.94003 -7.72357 -1.15419 0.201 1.181 -0.957
H -3.78053 -8.92316 -1.98255 0.401 -0.716 -0.165
H -2.00949 -9.04845 -1.36378 -0.312 -1.021 -0.259
H -2.54123 -5.54490 -5.50804 -0.608 -0.266 -0.305
H -1.66697 -6.08609 -6.94395 0.489 0.390 0.187
H -2.54533 -7.26975 -6.18308 -0.319 -0.058 0.850
H 1.28408 -6.78620 -5.34688 0.111 0.168 0.112
H 0.72891 -5.11826 -5.01286 0.205 -0.026 0.054
H 0.45569 -5.83544 -6.58284 -0.161 -0.145 -0.001
O 5.44453 1.91028 4.66932 -0.670 -0.075 1.155
P 4.54887 0.95083 5.37598 -1.648 0.443 3.103
N 5.31455 0.08909 6.68637 -0.448 -0.366 -2.055
C 4.63469 -1.02274 7.43127 0.531 1.743 -0.134
C 6.42566 0.71148 7.37661 -0.581 0.166 0.269
N 3.88859 -0.19234 4.39024 -2.367 0.463 0.159
C 2.88402 0.24533 3.42807 -0.989 0.799 -0.540
C 4.83513 -1.13197 3.87650 1.697 0.442 0.518
N 3.05550 1.63867 6.18292 1.451 1.194 -0.709
C 3.16631 3.01255 6.86286 0.224 -0.720 -1.766
C 2.02250 0.75104 6.76006 0.909 0.548 -0.049
H 3.94123 -0.54169 8.12104 -0.807 -0.388 -0.307
H 5.28884 -1.50998 8.15431 0.695 -0.135 -0.597
H 4.22885 -1.74621 6.72419 -0.331 0.127 0.340
H 6.06782 1.00306 8.36404 0.244 0.021 0.423
H 6.72242 1.64253 6.89376 0.193 -0.289 -0.253
H 7.24990 0.00567 7.47941 0.196 0.179 -0.024
H 3.25251 0.96283 2.69491 0.521 -0.026 -0.242
H 2.38836 -0.54559 2.86518 0.607 -0.601 0.192
H 2.01328 0.76861 3.82318 0.265 0.021 0.879
H 5.75368 -0.55281 3.78190 0.601 -0.468 -0.508
H 5.01942 -1.82387 4.69833 0.078 -0.837 -0.739
H 4.59751 -1.50724 2.88111 -0.278 -0.345 0.458
H 2.20486 3.48965 7.05277 -0.343 -0.719 0.287
H 3.81372 3.11693 7.73352 -0.105 -0.626 0.309
H 3.57037 3.72716 6.14580 0.355 -0.229 -0.277
H 1.00402 1.10345 6.59695 -0.014 0.323 -0.339
H 2.16524 0.74493 7.84066 -0.124 -0.486 0.182
H 2.10020 -0.24322 6.32016 0.062 0.018 0.202
O -3.76423 3.87129 2.49589 0.075 -1.138 0.362
P -4.08699 2.66431 3.31569 0.360 -1.498 0.679
N -5.29046 2.99465 4.51644 1.400 -0.355 -0.334
C -6.63220 3.14488 3.94603 -0.480 -1.478 0.920
C -4.97184 3.96129 5.62509 -0.811 -0.381 -1.274
N -2.74592 1.97431 4.17703 -0.374 1.614 -0.729
C -1.52007 2.81011 4.30625 -0.774 -0.209 0.556
C -2.95039 0.81023 5.06700 -1.211 0.813 -1.022
N -4.61692 1.29826 2.38872 0.489 1.133 -0.195
C -5.24783 0.10368 2.95910 -0.257 0.632 -0.920
C -4.71587 1.45137 0.90897 -1.239 1.383 0.383
H -7.36126 3.50975 4.66953 0.423 1.021 0.035
H -7.02634 2.12863 3.94333 -0.109 -0.248 -0.998
H -6.72560 3.61510 2.96713 0.110 0.204 0.141
H -5.85536 3.91412 6.26171 0.104 0.348 0.110
H -4.86975 4.93961 5.15543 0.052 0.332 0.467
H -4.11149 3.75139 6.26055 0.163 -0.435 -0.497
H -1.23831 3.40567 3.43791 -0.522 -0.366 -0.384
H -1.71363 3.54243 5.09006 0.519 0.076 0.364
H -0.65721 2.18800 4.54405 -0.102 -0.103 0.191
H -2.74518 -0.09175 4.49043 0.748 -0.268 0.621
H -2.55155 0.89715 6.07768 0.742 -0.021 -0.312
H -4.02223 0.74385 5.25367 -0.188 0.077 0.054
H -5.65045 -0.45694 2.11548 0.199 -0.244 0.050
H -4.54438 -0.53947 3.48787 -0.347 0.057 0.206
H -6.14362 0.40209 3.50374 0.227 -0.349 0.667
H -3.84406 1.78510 0.34622 0.476 -0.522 0.470
H -5.43326 2.25207 0.72910 -0.136 0.360 -0.175
H -5.22173 0.62225 0.41423 0.565 -0.474 0.375
O -6.60810 -3.58600 4.89753 -0.282 0.218 2.415
P -6.26646 -3.64984 6.36799 1.653 -1.085 0.172
N -6.04858 -2.14534 7.12535 0.601 0.550 0.300
C -5.41204 -2.01982 8.46382 -0.822 -1.716 0.293
C -6.50937 -0.89491 6.42656 0.213 -1.237 -0.385
N -4.65987 -4.41780 6.58410 -0.958 0.142 0.100
C -4.55013 -5.88424 6.61684 -0.317 0.455 -0.036
C -3.47942 -3.70649 6.00203 -1.400 0.606 0.859
N -7.37280 -4.56046 7.38064 1.205 1.418 -0.891
C -8.28399 -5.44398 6.74460 -0.503 -1.320 -1.909
C -7.19725 -4.88778 8.82390 -0.451 1.636 -1.650
H -6.18760 -1.98789 9.22905 -0.116 0.999 0.122
H -4.59070 -1.33605 8.67825 -0.381 0.707 -0.819
H -4.96908 -2.96506 8.77750 0.211 -0.412 -0.687
H -6.59080 0.02968 6.99803 0.435 -0.448 0.705
H -7.51390 -1.05453 6.03471 0.105 -0.100 -0.266
H -5.80106 -0.73890 5.61289 -0.320 0.337 -0.168
H -5.06001 -6.34159 5.76895 0.042 -0.266 -0.085
H -3.49865 -6.17085 6.59801 -0.023 0.090 -0.162
H -4.94036 -6.30602 7.54308 -0.237 0.045 0.010
H -3.17933 -3.02794 6.80054 0.346 0.513 -0.351
H -2.59426 -4.29179 5.75299 -0.506 -0.607 0.035
H -3.79963 -3.16413 5.11241 0.252 0.189 -0.066
H -9.21095 -5.66973 7.27173 0.321 0.109 0.768
H -8.69607 -5.12946 5.78576 0.518 0.710 -0.126
H -7.77010 -6.37035 6.48799 -0.262 -0.618 0.176
H -7.13570 -3.90233 9.28564 0.435 -0.420 0.669
H -6.34104 -5.54029 8.99491 -0.212 -0.044 0.365
H -8.18104 -5.28577 9.07258 0.468 -0.397 0.552
```
Positions in Å, forces in eV/Å.

For the molar mass, the calculation gives 2161.1 g mol⁻¹. The HOMO-LUMO gap comes out at 7.86 eV. The max |F| comes out at 7.8 eV/Å. Its total energy is -8898.809885 Ha. As for the multiplicity: 1. The net charge is 0. The value obtained for the HOMO energy is -8.1 eV.